[1]
This record from OMol25 describes a 9-piece molecular cluster, C43H56N4O25 overall. The level of theory is ωB97M-V with the def2-TZVPD basis set.

Atoms and positions in Å:
O 29.808 9.138 11.848
C 28.746 8.665 12.197
C 27.651 8.463 11.243
C 26.430 8.017 11.551
O 25.362 8.109 10.627
C 26.099 7.382 12.879
O 25.138 6.700 13.267
C 27.220 7.611 13.788
C 28.356 8.316 13.550
O 29.162 8.798 14.573
H 27.953 8.728 10.240
H 24.588 7.829 11.120
H 27.142 7.355 14.834
H 30.033 8.820 14.171
O 35.088 7.482 15.227
C 36.024 6.768 15.591
C 37.356 6.838 15.062
C 38.419 6.150 15.454
O 39.681 6.287 15.009
C 38.378 5.146 16.499
O 39.254 4.323 16.743
C 37.046 5.007 17.073
C 35.974 5.742 16.720
O 34.737 5.571 17.193
H 37.574 7.569 14.298
H 40.271 5.647 15.414
H 36.890 4.306 17.879
H 34.099 6.212 16.871
O 25.341 -2.308 20.284
C 25.471 -3.543 20.066
C 25.293 -4.592 21.081
C 25.461 -5.908 20.845
O 25.127 -6.864 21.825
C 25.811 -6.593 19.519
O 25.846 -7.762 19.322
C 26.076 -5.530 18.505
C 25.818 -4.206 18.686
O 25.908 -3.294 17.673
H 25.062 -4.370 22.112
H 25.385 -7.732 21.505
H 26.279 -5.894 17.509
H 25.699 -2.423 18.017
O 26.310 2.961 7.140
C 26.076 2.579 8.298
C 24.961 1.701 8.531
C 24.596 1.200 9.733
O 23.374 0.711 9.919
C 25.452 1.407 10.921
O 25.187 1.082 12.066
C 26.679 2.225 10.658
C 26.954 2.815 9.464
O 28.176 3.374 9.255
H 24.127 1.611 7.851
H 23.119 0.441 10.804
H 27.408 2.362 11.443
H 28.165 3.719 8.359
O 37.127 3.307 24.919
C 36.048 3.225 24.444
C 35.792 2.554 23.170
C 34.546 2.339 22.619
O 34.389 1.489 21.581
C 33.320 2.952 23.195
O 32.191 2.905 22.669
C 33.488 3.579 24.476
C 34.733 3.666 25.082
O 34.862 4.265 26.276
H 36.561 1.934 22.734
H 33.520 1.680 21.220
H 32.577 3.845 24.993
H 35.704 3.943 26.604
C 27.926 2.854 17.713
N 29.021 2.592 16.781
O 29.542 1.488 16.951
O 29.361 3.429 15.976
H 27.935 2.120 18.518
H 27.010 2.596 17.180
H 27.936 3.853 18.149
C 22.981 5.358 26.286
O 23.788 4.454 25.502
C 24.880 5.128 24.920
C 25.237 4.202 23.830
C 26.047 2.964 24.253
N 26.081 4.713 22.778
H 23.451 6.135 26.889
H 22.399 4.742 26.971
H 22.281 5.901 25.651
H 24.548 6.031 24.408
H 25.707 5.423 25.566
H 24.325 3.777 23.409
H 26.797 3.121 25.028
H 26.526 2.463 23.412
H 25.405 2.263 24.787
H 26.191 5.699 22.968
H 26.984 4.263 22.818
C 21.059 2.660 19.016
O 20.044 3.710 19.226
C 19.924 4.350 20.512
C 19.459 3.406 21.685
C 18.313 2.443 21.312
N 18.981 4.144 22.774
H 20.919 2.264 18.010
H 21.068 1.778 19.657
H 22.061 3.089 19.005
H 20.861 4.791 20.851
H 19.293 5.238 20.465
H 20.300 2.789 22.003
H 18.127 1.791 22.166
H 18.484 1.808 20.443
H 17.342 2.932 21.401
H 19.687 4.774 23.129
H 18.910 3.510 23.557
C 31.517 -4.193 15.299
O 30.958 -4.484 14.003
C 30.422 -3.484 13.230
C 29.717 -3.815 11.870
C 28.337 -4.405 12.087
N 30.585 -4.695 11.007
H 32.605 -4.244 15.348
H 31.021 -4.892 15.973
H 31.084 -3.249 15.631
H 29.692 -3.062 13.921
H 31.265 -2.859 12.936
H 29.535 -2.993 11.178
H 28.401 -5.435 12.439
H 27.842 -4.647 11.146
H 27.635 -3.801 12.662
H 30.103 -4.955 10.159
H 30.671 -5.591 11.465

HOMO ... -9.25 eV
Molecular weight ... 1028.9 g mol⁻¹
Calculated total energy ... -102632.7248 eV
SMILES string ... O=C1C=C(O)C(=O)C=C1O.O=C1C=C(O)C(=O)C=C1O.O=C1C=C(O)C(=O)C=C1O.O=C1C=C(O)C(=O)C=C1O.O=C1C=C(O)C(=O)C=C1O.C[N+](=O)[O-].COC[C@H](C)N.COC[C@H](C)N.COC[C@H](C)N
E_LUMO ... -1.9243 eV

=====

[2]
This record from OMol25 describes C43H57N3OS2W as an isolated structure. The level of theory is ωB97M-V with the def2-TZVPD basis set.

Atoms and positions in Å:
W 0.390 -0.537 0.063
S 1.745 -1.230 1.939
C 1.210 -0.282 3.328
N 1.815 -0.550 4.563
C 1.351 0.284 5.671
C 0.974 1.691 5.192
N -0.021 1.656 4.138
C -1.418 1.792 4.563
C -1.886 0.821 5.622
C -2.122 1.257 6.921
C -2.487 0.362 7.919
C -2.617 -0.986 7.626
C -2.388 -1.432 6.330
C -2.031 -0.534 5.337
C 0.282 0.682 3.164
S -0.417 0.970 1.564
C 3.247 -0.832 4.596
C 4.126 0.399 4.520
C 5.013 0.699 5.547
C 5.808 1.837 5.495
C 5.718 2.695 4.410
C 4.831 2.409 3.380
C 4.044 1.269 3.432
H 2.153 0.354 6.408
H 0.494 -0.187 6.154
H 1.870 2.183 4.805
H 0.591 2.282 6.026
H -2.035 1.705 3.665
H -1.545 2.809 4.942
H -2.012 2.310 7.155
H -2.666 0.719 8.925
H -2.895 -1.688 8.401
H -2.483 -2.486 6.099
H -1.826 -0.882 4.334
H 3.483 -1.517 3.782
H 3.454 -1.358 5.531
H 5.082 0.033 6.400
H 6.493 2.054 6.304
H 6.334 3.584 4.367
H 4.755 3.075 2.530
H 3.352 1.053 2.630
C 4.790 0.403 -1.153
C 3.717 -0.399 -0.417
C 3.848 -1.880 -0.751
C 2.329 0.171 -0.742
H 5.792 0.051 -0.898
H 4.731 1.465 -0.903
H 4.668 0.309 -2.237
H 3.894 -0.290 0.653
H 3.710 -2.051 -1.820
H 3.105 -2.479 -0.219
H 4.838 -2.254 -0.481
H 2.279 0.301 -1.832
H 2.302 1.199 -0.345
C -1.979 1.167 -3.050
O -1.251 0.306 -2.174
C -0.334 0.773 -1.311
C 0.014 2.222 -1.462
H -1.313 1.730 -3.705
H -2.611 1.855 -2.487
H -2.604 0.510 -3.648
H -0.878 2.852 -1.424
H 0.500 2.385 -2.430
H 0.685 2.547 -0.674
C 2.244 -2.247 -4.153
C 1.365 -2.995 -3.189
C 1.122 -4.356 -3.360
C 0.367 -5.052 -2.428
C 0.143 -6.533 -2.579
C -0.225 -4.380 -1.358
C -0.103 -2.999 -1.228
C 0.780 -2.364 -2.108
N -0.703 -2.127 -0.280
C -2.028 -2.376 0.396
C -2.759 -3.650 -0.058
C -4.132 -3.767 0.619
C -3.921 -3.868 2.129
C -3.193 -2.613 2.612
C -4.040 -1.378 2.297
C -4.289 -1.300 0.788
C -5.009 -2.558 0.307
C -2.950 -1.188 0.061
C -1.833 -2.487 1.914
H 1.923 -2.419 -5.181
H 3.280 -2.581 -4.074
H 2.222 -1.174 -3.963
H 1.547 -4.879 -4.210
H 0.905 -6.986 -3.212
H -0.830 -6.733 -3.033
H 0.162 -7.034 -1.610
H -0.774 -4.977 -0.655
H 0.972 -1.296 -1.995
H -2.196 -4.529 0.252
H -2.865 -3.668 -1.145
H -4.611 -4.678 0.249
H -3.332 -4.759 2.369
H -4.884 -3.966 2.640
H -3.036 -2.681 3.688
H -3.523 -0.474 2.636
H -4.992 -1.430 2.835
H -4.891 -0.415 0.560
H -5.198 -2.493 -0.769
H -5.979 -2.661 0.804
H -2.461 -0.256 0.347
H -3.098 -1.162 -1.023
H -1.203 -3.357 2.125
H -1.298 -1.611 2.289

HOMO ... -6.52 eV
Molecular weight ... 879.9 g mol⁻¹
Calculated total energy ... -75530.3874 eV
Energy relative to the best compared isomer or geometry (same formula, charge and spin) ... 12.1 kcal/mol
E_LUMO ... 0.2704 eV

=====

The lowest calculated total energy belongs to which entry? C43H56N4O25